# 1
{"formula": "C10H12N3O", "method": "the ωB97M-V functional and the def2-TZVPD basis", "elements": ["C", "C", "N", "N", "C", "C", "N", "O", "C", "C", "C", "C", "C", "C", "H", "H", "H", "H", "H", "H", "H", "H", "H", "H", "H", "H"], "coordinates": [[-2.1178, -2.1142, 0.2956], [-1.3821, -0.8408, 0.8358], [-1.3081, -1.1006, 2.3089], [-0.1067, -1.3147, 2.6301], [0.8681, -1.1337, 1.5806], [0.0941, -0.6997, 0.3978], [0.5423, -1.7714, -1.0021], [-0.0541, -1.5290, -2.1029], [0.4459, 0.6232, -0.1971], [1.7645, 1.0736, -0.1912], [2.0061, 2.3920, -0.5786], [1.0489, 3.0979, -1.2794], [-0.1678, 2.5724, -1.4831], [-0.4635, 1.3243, -0.9977], [-1.4979, -2.8668, 0.7852], [-1.9266, -1.9969, -0.7295], [-3.2415, -2.1744, 0.4453], [-1.8492, 0.0322, 0.6470], [1.3195, -2.0919, 1.3952], [1.8129, -0.4794, 1.9149], [0.1496, -2.7058, -0.5931], [2.5361, 0.5520, 0.3320], [2.9943, 2.7895, -0.2425], [1.0132, 4.2162, -1.3790], [-1.0158, 3.1643, -1.7335], [-1.4645, 0.9815, -1.0587]], "smiles": "C[C@H]1N=NC[C@]1(N[O-])c1ccccc1", "total_charge": -1, "orbital_gap_ha": 0.2133, "de_lowest_kj_mol": 0.00, "multiplicity": 1}

---

# 2
{"formula": "C53H40KN12O2S4", "method": "the ωB97M-V functional and the def2-TZVPD basis", "elements": ["K", "N", "C", "S", "N", "N", "C", "C", "C", "C", "C", "C", "N", "H", "H", "H", "H", "H", "H", "H", "S", "C", "N", "N", "C", "C", "C", "C", "C", "C", "N", "N", "C", "C", "C", "C", "C", "C", "H", "H", "H", "H", "H", "H", "H", "H", "H", "H", "H", "S", "C", "C", "C", "C", "C", "C", "N", "C", "C", "C", "C", "C", "C", "C", "C", "N", "C", "C", "C", "C", "C", "S", "C", "H", "H", "H", "H", "H", "H", "H", "H", "H", "H", "H", "H", "O", "C", "O", "C", "C", "C", "C", "C", "C", "N", "C", "C", "C", "C", "C", "C", "N", "H", "H", "H", "H", "H", "H", "H", "H", "H", "H"], "coordinates": [[0.6000, -0.3414, -0.6175], [-1.5014, -3.5635, -4.1268], [-0.7740, -2.4824, -3.6468], [-1.9576, -1.2189, -3.2016], [0.5045, -2.6161, -3.6395], [1.2701, -1.7159, -2.9101], [2.2894, -1.2709, -3.5276], [3.2950, -0.4534, -2.8118], [4.2735, 0.2180, -3.5351], [5.2074, 0.9778, -2.8453], [5.1334, 1.0277, -1.4665], [4.1260, 0.3098, -0.8280], [3.2369, -0.4222, -1.4783], [-2.3327, -3.3497, -4.6536], [-0.9196, -4.2869, -4.5203], [2.4626, -1.4725, -4.5855], [4.2874, 0.1558, -4.6160], [5.9726, 1.5236, -3.3825], [5.8292, 1.6129, -0.8811], [4.0183, 0.3428, 0.2503], [-0.8529, 0.5603, -3.1289], [-2.1021, 1.6082, -2.4130], [-2.8978, 2.3207, -3.2025], [-2.8103, 2.1620, -4.5443], [-3.5638, 2.9425, -5.3833], [-3.3819, 2.8266, -6.7707], [-4.1387, 3.5830, -7.6438], [-5.0951, 4.4749, -7.1682], [-5.2711, 4.5880, -5.7959], [-4.5231, 3.8399, -4.9010], [-2.2995, 1.7731, -1.0997], [-1.5342, 1.1429, -0.2420], [-1.8928, 1.4442, 1.0789], [-1.2316, 0.7686, 2.1168], [-1.5431, 1.0054, 3.4422], [-2.5375, 1.9180, 3.7797], [-3.2095, 2.5829, 2.7615], [-2.9017, 2.3573, 1.4291], [-2.0461, 1.6190, -4.9229], [-2.6411, 2.1330, -7.1536], [-3.9780, 3.4750, -8.7101], [-5.6886, 5.0670, -7.8523], [-6.0087, 5.2786, -5.4032], [-4.6627, 3.9342, -3.8347], [-0.4795, 0.0233, 1.8912], [-1.0000, 0.4685, 4.2130], [-2.7905, 2.1026, 4.8170], [-3.9940, 3.2912, 3.0071], [-3.4239, 2.8770, 0.6391], [-5.4598, -0.3426, 1.6299], [-6.5600, 0.2767, 2.7758], [-6.1811, -0.0196, 4.0509], [-4.9830, -0.7700, 4.0954], [-4.4691, -1.0348, 2.8524], [-3.2235, -1.7329, 2.5271], [-2.7205, -1.7292, 1.2068], [-1.5725, -2.2477, 0.8522], [-0.8084, -2.8095, 1.8075], [-1.2108, -2.8969, 3.1493], [-0.3375, -3.4954, 4.1204], [0.8755, -3.9693, 3.7706], [1.3358, -3.8746, 2.4144], [2.6267, -4.2544, 2.0174], [3.0231, -4.0829, 0.7053], [2.0870, -3.5277, -0.1927], [0.8847, -3.1446, 0.1593], [0.5049, -3.3025, 1.4370], [4.3739, -4.4226, 0.2520], [5.2579, -5.3037, 0.8177], [6.4930, -5.3689, 0.1271], [6.5287, -4.5358, -0.9502], [5.0695, -3.6656, -1.1273], [-2.4573, -2.3498, 3.4912], [-7.4229, 0.8381, 2.4556], [-6.7318, 0.2956, 4.9255], [-4.5001, -1.0719, 5.0132], [-3.2750, -1.2330, 0.4151], [-0.6582, -3.5214, 5.1549], [1.5438, -4.3700, 4.5231], [3.3145, -4.6400, 2.7608], [2.3485, -3.3689, -1.2348], [5.0220, -5.8983, 1.6884], [7.3156, -6.0071, 0.4156], [7.3403, -4.3869, -1.6443], [-2.7798, -2.3884, 4.5243], [2.8669, 0.0264, 7.3065], [2.6731, -0.7689, 6.2116], [2.7805, -1.9651, 6.3557], [2.4492, -0.0993, 4.9280], [2.4646, -0.8905, 3.7639], [2.2308, -0.3432, 2.5336], [1.9651, 1.0434, 2.3525], [1.9595, 1.8348, 3.5358], [2.1916, 1.2708, 4.7671], [1.7303, 1.4666, 1.0945], [1.1617, 2.6425, 0.8576], [0.9553, 3.1140, -0.4687], [0.2843, 4.3436, -0.6846], [0.0902, 4.8147, -1.9560], [0.5875, 4.0766, -3.0367], [1.2139, 2.8760, -2.7433], [1.3777, 2.3758, -1.5254], [2.8649, 0.9476, 7.0262], [2.6547, -1.9477, 3.8709], [2.2152, -0.9821, 1.6534], [1.7623, 2.8961, 3.4673], [2.1373, 1.9378, 5.6247], [0.7459, 3.2534, 1.6597], [-0.0903, 4.8878, 0.1746], [-0.4465, 5.7413, -2.1204], [0.4653, 4.4038, -4.0602], [1.5938, 2.2582, -3.5570]], "total_charge": -1, "orbital_gap_ha": [0.1719, 0.1576], "de_lowest_kj_mol": 143.42, "multiplicity": 1}